1.
# C3H11NO3

3 unconnected molecules or ions with the total composition C3H11NO3 (wB97M-V/def2-TZVPD, OMol25).

Last columns: bonded neighbours and bond lengths (Å).
Element x y z (Å)
1 C 0.713 -0.255 -0.311  N2 1.402, O5 1.276, H6 1.168
2 N -0.090 -1.244 0.275  C1 1.402, C3 1.487, H7 1.034
3 C -1.335 -1.720 -0.384  N2 1.487, C4 1.516, H8 1.116, H9 1.079
4 C -2.320 -2.054 0.719  C3 1.516, H10 1.001, H11 1.109, H12 1.128
5 O 1.525 0.554 0.249  C1 1.276
6 H 0.483 -0.122 -1.449  C1 1.168
7 H -0.143 -1.235 1.307  N2 1.034
8 H -1.839 -0.979 -1.049  C3 1.116
9 H -1.100 -2.700 -0.770  C3 1.079
10 H -3.305 -2.149 0.567  C4 1.001
11 H -1.880 -2.959 1.185  C4 1.109
12 H -2.251 -1.163 1.407  C4 1.128
13 H -2.775 1.565 -0.099  O15 1.019
14 H -1.573 2.254 0.683  O15 0.982
15 O -2.506 1.968 0.797  H13 1.019, H14 0.982
16 H 3.925 1.248 -1.755  O18 1.006
17 H 3.334 2.485 -0.818  O18 1.006
18 O 4.158 2.058 -1.205  H16 1.006, H17 1.006

- structure (SMILES) = CCNC=O.O.O
- E_HOMO (eV) = -10.17
- gap between HOMO and LUMO (eV) = 10.60
- relative energy (zero: lowest compared OMol25 entry of this formula, charge and spin) (eV) = 2.121

These are the Mulliken partial charges, in e, on atoms 1 to 2:
1 C 0.0302
2 N -0.1546

***

2.
# C3H11NO3

4 unconnected molecules or ions with the total composition C3H11NO3 (wB97M-V/def2-TZVPD, OMol25).

Last columns: bonded neighbours and bond lengths (Å).
Element x y z (Å)
1 C 2.426 0.830 1.226  C2 1.320, N4 1.406, H5 1.089
2 C 3.224 0.524 2.232  C1 1.320, H6 1.085, H7 1.079
3 C 1.782 0.195 -0.905  N4 1.273, H8 1.092, H9 1.098
4 N 2.002 -0.142 0.303  C1 1.406, C3 1.273
5 H 2.296 1.874 0.942  C1 1.089
6 H 3.291 -0.526 2.497  C2 1.085
7 H 3.681 1.283 2.848  C2 1.079
8 H 2.223 -0.439 -1.678  C3 1.092
9 H 1.253 1.089 -1.258  C3 1.098
10 H 0.164 -0.841 0.801  O12 0.966
11 H -0.925 -1.433 1.822  O12 0.960
12 O -0.410 -1.585 1.026  H10 0.966, H11 0.960
13 H -3.540 1.073 -1.669  O15 0.964
14 H -4.527 0.668 -2.784  O15 0.960
15 O -4.172 1.422 -2.308  H13 0.964, H14 0.960
16 H -3.291 -1.382 -1.083  O18 0.964
17 H -1.917 -1.431 -0.400  O18 0.971
18 O -2.486 -0.869 -0.951  H16 0.964, H17 0.971

- structure (SMILES) = C=CN=C.O.O.O
- E_HOMO (eV) = -9.16
- gap between HOMO and LUMO (eV) = 9.20
- relative energy (zero: lowest compared OMol25 entry of this formula, charge and spin) (eV) = 3.265

These are the Mulliken partial charges, in e, on atoms 1 to 2:
1 C 0.0750
2 C -0.7158

***

- Which value of gap between HOMO and LUMO does entry 1 give?
  10.60 eV

***

- The lowest relative energy (zero: lowest compared OMol25 entry of this formula, charge and spin) belongs to which entry?
  number 1